[1]
An isolated molecule of C23H29N3O4S. Source: OMol25; level of theory: ωB97M-V with the def2-TZVPD basis set.

```
60
Properties=species:S:1:pos:R:3:forces:R:3
C 2.3286 4.4198 -4.8489 0.1134 -0.4029 0.0423
C 3.2367 3.2190 -4.6006 0.0802 0.4494 0.0350
O 2.6207 1.9911 -4.9385 -0.1193 -0.2271 -0.0828
C 1.6886 1.4489 -4.1142 -0.1875 -0.2234 0.0620
C 1.3223 1.9354 -2.8627 0.2376 0.1711 -0.2161
C 0.3721 1.2740 -2.1055 -0.1245 -0.2707 -0.0834
C -0.2318 0.1161 -2.5765 0.3560 0.1602 -0.2686
N -1.2322 -0.5304 -1.8161 -0.2730 0.3300 0.0676
C -2.3022 0.2889 -1.2811 -0.5192 0.0607 0.1868
C -2.0946 0.8343 0.1452 0.1545 -0.2210 -0.5356
O -2.8891 1.6394 0.5906 -0.3757 0.2055 0.0967
N -1.0191 0.3682 0.7897 0.4037 -0.2740 0.0710
C -0.7048 0.6321 2.1865 -0.4355 0.2956 0.0313
C -0.5294 2.1271 2.4557 0.2467 -0.1088 0.1186
C -0.1480 2.3521 3.9151 -0.2320 0.1367 -0.0522
C -1.2108 1.7701 4.8417 0.2926 -0.1435 0.1090
C -1.3974 0.2811 4.5674 -0.2837 0.1520 -0.0631
C -1.7808 0.0559 3.1093 0.2619 -0.1447 0.0889
C -1.2803 -1.8621 -1.5765 0.1803 -0.3104 -0.0977
O -2.2324 -2.3953 -1.0360 -0.0201 -0.0846 0.0418
C -0.0258 -2.6927 -1.8894 0.0735 0.1208 0.2361
N 0.2381 -3.5230 -0.7302 0.0523 -0.0693 -0.0826
C 0.5687 -2.8824 0.4229 0.0706 -0.3665 -0.4466
O 0.8829 -1.6988 0.4323 0.0305 0.1331 0.0111
C 0.5624 -3.6817 1.6445 0.0432 -0.0095 0.7407
C 0.3849 -5.0241 1.8572 0.0523 0.4304 -0.2451
C 0.4323 -5.3658 3.2200 -0.0098 -0.0386 0.2509
C 0.6376 -4.2831 4.0211 0.0354 0.3178 -0.1993
S 0.7880 -2.8289 3.1339 -0.0763 -0.5280 -0.2162
C 0.1167 -0.3605 -3.8389 -0.0242 0.1928 0.1618
C 1.0677 0.2914 -4.5914 0.1925 0.1649 -0.0039
H 1.4394 4.3726 -4.2253 -0.0719 0.0624 0.0421
H 2.0165 4.4357 -5.8901 -0.0248 0.0343 -0.0852
H 2.8668 5.3372 -4.6275 0.0359 0.1235 0.0299
H 3.5900 3.2022 -3.5625 0.0134 -0.0529 -0.1024
H 4.1084 3.2717 -5.2588 -0.0735 -0.0072 0.1706
H 1.7711 2.8270 -2.4554 0.0541 0.1003 -0.0052
H 0.1029 1.6641 -1.1369 -0.0007 0.0275 0.1150
H -3.2081 -0.3253 -1.2409 0.1228 0.1796 -0.0031
H -2.4855 1.1356 -1.9459 0.0467 -0.0719 0.1108
H -0.4318 -0.3315 0.3531 -0.1358 0.0843 -0.0642
H 0.2442 0.1185 2.3760 -0.0508 0.0421 -0.0137
H -1.4671 2.6358 2.2309 0.0233 0.0181 -0.0453
H 0.2456 2.5277 1.7979 -0.0149 0.0207 -0.0717
H -0.0340 3.4215 4.1045 0.0964 -0.0033 0.0171
H 0.8123 1.8707 4.1176 0.0979 0.0193 0.0587
H -0.9222 1.9248 5.8838 -0.0680 0.0532 0.0276
H -2.1571 2.2878 4.6730 -0.0747 0.0524 0.0384
H -2.1732 -0.1245 5.2198 0.0521 -0.0751 0.0419
H -0.4657 -0.2495 4.7818 0.0550 -0.0557 0.0833
H -1.8986 -1.0113 2.9066 -0.0377 -0.0125 -0.0514
H -2.7275 0.5516 2.8906 -0.0501 -0.0198 -0.0369
H 0.8410 -2.0514 -2.0558 -0.1311 -0.1775 -0.0835
H -0.1919 -3.3377 -2.7522 0.0085 0.0910 0.0179
H -0.2827 -4.3827 -0.6626 -0.0052 0.0924 0.0941
H 0.2395 -5.7460 1.0733 -0.0205 -0.1108 -0.1723
H 0.3159 -6.3690 3.5890 -0.0121 -0.1487 0.0870
H 0.7081 -4.2612 5.0905 0.0146 -0.0326 0.2310
H -0.3725 -1.2381 -4.2334 -0.0771 -0.0866 -0.0642
H 1.3462 -0.0722 -5.5676 0.0320 -0.0442 -0.1246
```
Positions in Å, forces in eV/Å.

Properties
Spin multiplicity: 1
Total charge: 0
Electronic energy in hartree: -1757.3193
Kohn-Sham gap in eV: 8.4978
E_HOMO in Ha: -0.3057


[2]
The ion C2H4ClN2S2 with charge +1. Source: OMol25; level of theory: ωB97M-V with the def2-TZVPD basis set.

```
11
Properties=species:S:1:pos:R:3:forces:R:3
C 0.3316 -0.3682 -0.2853 0.3200 2.3164 -1.8701
C 0.7548 -1.4492 0.5819 -1.8619 -0.0961 0.9650
N 1.0961 0.0549 -1.2308 -0.6009 1.1536 0.1220
N -0.9267 0.3286 -0.0945 0.7692 -1.2331 1.1834
S -1.2169 1.7692 -0.8387 0.2432 -0.1625 0.7237
S 0.6360 1.3678 -2.1051 -1.1357 -0.5437 1.5379
Cl -1.4935 3.1680 0.8637 0.7045 -1.0759 -1.3275
H -0.2027 -2.0857 0.4716 2.1153 -0.4137 0.5649
H 0.7037 -0.9904 1.6142 0.4639 -0.9255 -0.7721
H 1.7887 -1.7740 0.2637 -1.5970 -0.2130 0.5602
H -1.4712 -0.0210 0.7592 0.5794 1.1935 -1.6873
```
Positions in Å, forces in eV/Å.

Properties
Spin multiplicity: 1
Total charge: +1
Electronic energy in hartree: -1444.3458
Kohn-Sham gap in eV: 7.2872
E_HOMO in Ha: -0.5214


- Among the records above, which one has the highest E_HOMO?
  C23H29N3O4S


- Which value of total charge does entry 1 give?
  0